[1]
Entry from the Open Molecules 2025 dataset: a molecular structure, C5H9NO (ωB97M-V with the def2-TZVPD basis set).

Values from the calculation:
highest occupied orbital energy: -9.7 eV
HOMO-LUMO gap: 0.39100 Eh

Cartesian coordinates (Å):
C: 1.3203 0.5844 -1.4825
C: 0.8205 -0.2718 -0.3375
C: 0.6262 0.2970 1.1044
C: -0.5291 -0.7167 1.3187
C: -0.6430 -0.6031 -0.1785
N: -1.5944 -0.2349 -0.9320
O: -2.8252 -0.3367 -0.2165
H: 2.3897 0.7909 -1.3628
H: 0.7842 1.5371 -1.5317
H: 1.1825 0.0719 -2.4404
H: 1.4129 -1.1925 -0.2526
H: 1.4787 0.3077 1.7852
H: 0.1833 1.2985 1.0505
H: -1.3989 -0.4264 1.9067
H: -0.1639 -1.6992 1.6359
H: -3.0440 0.5937 -0.0669



[2]
Entry from the Open Molecules 2025 dataset: C4H8O in the gas phase in a non-equilibrium geometry (ωB97M-V with the def2-TZVPD basis set).

Values from the calculation:
highest occupied orbital energy: -9.0 eV
HOMO-LUMO gap: 0.36130 Eh

Cartesian coordinates (Å):
C: 2.4028 -0.4854 -0.2227
C: 1.3189 -0.3378 0.5708
C: 0.0414 0.5261 0.0254
C: -1.8160 0.3334 0.1766
O: -2.3285 -0.8976 -0.2594
H: 3.1790 -1.2413 0.1178
H: 2.5417 -0.1772 -1.2380
H: 0.2405 0.8319 -0.9574
H: -0.0701 1.5139 0.6383
H: -2.1759 1.0509 -0.4066
H: 1.2054 -0.8081 1.5767
H: -1.9541 0.4984 1.2449
H: -2.5851 -0.8073 -1.2663



[3]
Entry from the Open Molecules 2025 dataset: a molecular structure, C4H9NO2 in a non-equilibrium geometry (ωB97M-V with the def2-TZVPD basis set).

Values from the calculation:
highest occupied orbital energy: -10.0 eV
HOMO-LUMO gap: 0.33198 Eh

Cartesian coordinates (Å):
C: -2.3770 0.7130 0.8409
C: -1.8831 -0.5905 0.2637
N: 0.1298 -0.1136 -1.0038
C: 0.8892 0.2916 -0.0498
O: 0.9379 0.4064 1.1354
O: 1.9123 0.5886 -1.0141
C: 3.0378 -0.2487 -0.8836
H: -2.7610 1.3815 0.0600
H: -3.1944 0.5160 1.5486
H: -1.5726 1.2229 1.3819
H: -1.4334 -1.2549 1.0025
H: -2.6270 -1.1281 -0.3407
H: -1.0941 -0.2831 -0.7454
H: 3.6392 -0.0683 -1.7728
H: 3.5581 -0.0013 0.0470
H: 2.7236 -1.2960 -0.8262



What is the formula in the second record? C4H8O